No. 1
Below is a structure of composition C26H48Al3BBr4F4NNaO12P at a distorted geometry, with properties calculated with ωB97M-V/def2-TZVPD.

Structure (ORCA input):
```
! wB97M-V def2-TZVPD RIJCOSX def2/J DEFGRID3
* xyz 1 1
C 4.018 2.941 2.112
O 2.760 2.686 2.710
C 2.099 3.921 3.016
C 0.651 3.644 3.455
C -0.180 3.209 2.206
C -0.988 1.905 2.359
C -0.177 0.740 2.986
C -0.533 -0.645 2.362
O -1.831 -0.738 1.826
Al -1.522 -1.444 0.185
O -2.825 -2.375 -0.701
B -3.285 -1.492 -1.646
O -4.014 -0.349 -1.284
O -3.029 -1.653 -3.012
O -0.022 -2.294 0.740
C 0.624 -1.372 1.536
C 1.833 -1.888 2.346
C 1.546 -3.036 3.299
C 1.793 -4.294 2.782
C 1.618 -5.445 3.498
C 1.176 -5.387 4.817
C 0.913 -4.139 5.359
C 1.100 -2.968 4.616
C 0.821 -1.645 5.327
P 1.490 -0.299 0.178
O 1.761 -1.055 -1.033
O 3.042 0.133 0.796
O 0.746 1.107 -0.087
H 4.140 4.025 1.960
H 4.105 2.456 1.124
H 4.837 2.539 2.728
H 2.654 4.498 3.771
H 2.036 4.474 2.061
H 0.206 4.577 3.829
H 0.634 2.920 4.278
H 0.519 3.097 1.366
H -0.870 4.018 1.918
H -1.300 1.610 1.348
H -1.915 2.031 2.931
H 0.912 0.903 2.922
H -0.453 0.680 4.048
H -0.628 -1.326 3.235
H -1.359 -0.147 -0.729
H -3.733 0.372 -1.865
H -2.562 -0.870 -3.323
H 2.629 -2.278 1.634
H 2.201 -1.030 2.961
H 2.152 -4.394 1.754
H 1.857 -6.422 3.041
H 1.057 -6.297 5.402
H 0.580 -4.040 6.392
H -0.267 -1.474 5.272
H 1.070 -1.726 6.389
H 1.287 -0.788 4.831
H 3.694 0.004 0.083
H 1.163 1.467 -0.888
Al 4.180 -1.262 2.174
C 1.361 -7.826 -0.528
Br 1.470 -6.615 0.962
Br 0.042 -9.217 -0.295
Br 1.098 -6.751 -2.088
H 2.322 -8.312 -0.622
C -6.423 -4.112 -0.732
O -5.796 -3.962 0.473
H -7.436 -4.636 -0.561
H -6.619 -3.121 -1.184
H -5.786 -4.715 -1.415
H -4.949 -3.507 0.302
O -2.969 1.251 -4.135
C -2.511 1.055 -5.234
O -2.379 2.085 -6.082
C -1.664 2.005 -7.321
C -2.551 1.502 -8.441
C -2.173 -0.336 -5.702
H -0.759 1.407 -7.212
H -1.339 3.021 -7.543
H -2.904 0.489 -8.250
H -2.011 1.508 -9.388
H -3.433 2.136 -8.536
H -3.062 -0.804 -6.122
H -1.840 -0.908 -4.846
H -1.360 -0.371 -6.423
C -0.234 6.294 0.121
C 0.360 7.359 -0.795
C 1.322 6.777 -1.840
C 2.450 6.108 -1.181
N 3.334 5.575 -0.663
H 0.538 5.790 0.707
H -0.931 6.746 0.825
H -0.774 5.538 -0.453
H 0.882 8.102 -0.188
H -0.447 7.878 -1.312
H 1.713 7.569 -2.480
H 0.808 6.052 -2.475
Br -6.963 -6.505 -0.560
F 1.575 -2.526 -2.323
Al 3.133 -3.045 -1.838
F 3.141 -3.353 -0.131
F 4.284 -1.822 -2.192
F 3.543 -4.483 -2.672
Na 5.524 5.291 -1.017
*
```

Properties
Electronic energy   -379015.0240 eV
HOMO energy   -0.3595 Eh
Orbital gap   1.874 eV

Atom charges from the Löwdin analysis, given in e for atoms 1 to 8: number 1, C, carries -0.13; number 2, O, carries -0.20; number 3, C, carries -0.23; number 4, C, carries -0.15; number 5, C, carries -0.20; number 6, C, carries -0.17; number 7, C, carries -0.13; number 8, C, carries -0.33

***

No. 2
Below is a structure of composition C26H48BiCl3N4O4Si at a distorted geometry, with properties calculated with ωB97M-V/def2-TZVPD.

Structure (ORCA input):
```
! wB97M-V def2-TZVPD RIJCOSX def2/J DEFGRID3
* xyz 0 1
C 2.001 -2.893 -5.886
C 1.619 -1.905 -6.940
H 1.367 -3.799 -5.918
H 1.964 -2.471 -4.869
H 3.054 -3.229 -6.028
C 1.606 -2.312 -8.289
C 1.892 -3.676 -8.828
H 1.455 -1.596 -9.076
H 1.329 -4.473 -8.316
H 2.971 -3.912 -8.798
H 1.641 -3.685 -9.908
Bi 2.538 1.479 -4.347
Cl 2.880 1.723 -1.805
Cl 4.130 -0.418 -4.267
C 0.113 3.786 -2.183
O -0.428 2.723 -1.875
N -0.543 4.835 -2.727
C -1.982 4.799 -2.851
C 0.189 5.878 -3.418
H 1.207 3.949 -2.075
H -2.401 4.435 -1.918
H -2.309 4.163 -3.670
H -2.321 5.804 -3.070
H 1.182 5.992 -2.941
H -0.411 6.799 -3.362
H 0.349 5.666 -4.496
H 0.211 -5.109 -1.930
H -0.276 -3.197 -3.867
C -0.832 -5.374 -2.195
C -1.247 -3.712 -3.979
N -1.561 -4.198 -2.660
H -1.351 -5.817 -1.327
C -2.522 -3.618 -1.894
O -3.158 -2.579 -2.163
H -2.012 -3.006 -4.298
H -2.658 -4.205 -0.970
H -0.811 -6.146 -2.986
H -1.143 -4.509 -4.709
O 1.486 -0.030 -5.389
C 1.812 -0.426 -6.697
C -0.028 0.152 -8.496
C 1.117 0.461 -7.708
H -0.578 -0.752 -8.277
C -0.366 1.034 -9.543
H 2.900 -0.327 -6.794
C 1.753 1.675 -7.846
H -1.241 0.782 -10.142
C 0.378 2.170 -9.782
C 1.410 2.529 -8.895
H 2.572 2.035 -7.169
H 0.107 2.835 -10.585
H 1.971 3.458 -9.009
Si -1.394 0.214 -4.396
Cl -0.479 -1.107 -3.181
C -2.073 -0.646 -5.982
C -0.951 1.959 -5.316
C -2.754 0.612 -3.146
H -2.133 -0.010 -6.884
H -3.119 -0.871 -5.715
H -1.652 -1.599 -6.324
H -2.397 0.464 -2.142
H -3.381 -0.266 -3.417
H -3.227 1.542 -3.400
H -0.883 1.870 -6.410
H -0.039 2.483 -5.013
H -1.790 2.639 -5.128
C 1.127 2.028 1.453
N 0.372 1.057 2.191
C 0.760 0.830 3.556
C -0.356 0.196 4.319
C -0.849 -1.043 3.581
N -1.136 -0.745 2.205
C -1.941 -1.678 1.480
C -0.462 0.216 1.464
O -0.641 0.328 0.243
H 2.034 1.576 1.028
H 1.404 2.876 2.092
H 0.501 2.407 0.643
H 1.661 0.214 3.589
H 1.036 1.776 4.006
H -1.197 0.888 4.454
H -0.013 -0.105 5.314
H -1.743 -1.480 4.064
H -0.080 -1.849 3.660
H -1.318 -2.488 1.090
H -2.700 -2.104 2.132
H -2.421 -1.164 0.656
*
```

Properties
Electronic energy   -93176.8274 eV
HOMO energy   -0.3002 Eh
Orbital gap   6.513 eV
ΔE to the lowest compared entry with this formula, charge and spin   61.3 kcal per mole

Atom charges from the Löwdin analysis, given in e for atoms 1 to 8: number 1, C, carries -0.07; number 2, C, carries -0.20; number 3, H, carries 0.08; number 4, H, carries 0.05; number 5, H, carries 0.10; number 6, C, carries -0.11; number 7, C, carries -0.11; number 8, H, carries 0.08

***

What is the orbital gap in the second record? 6.513 eV

***

Which of these has the lowest HOMO energy? C26H48Al3BBr4F4NNaO12P

***

Which of these has the highest electronic energy? C26H48BiCl3N4O4Si